# C3H4ClF

An isolated molecule of C3H4ClF in a non-equilibrium geometry (ωB97M-V with the def2-TZVPD basis set, OMol25).

Output
spin multiplicity	1
SMILES string	FC1(Cl)CC1
energy above the lowest of the compared OMol25 structures with the same formula, charge and spin	48.4	kcal/mol
HOMO level	-9.973	eV

Atoms and positions in Å:
F -1.60 0.72 0.26
C -0.36 0.19 -0.13
Cl 0.38 -1.39 0.45
C 0.84 1.14 0.17
C 0.34 0.86 -1.23
H 1.69 0.44 0.43
H 0.63 2.15 0.44
H 0.79 -0.06 -1.57
H -0.13 1.45 -2.07


# C35H51F6N2O17P

A 4-piece molecular cluster, C35H51F6N2O17P overall in a non-equilibrium geometry (ωB97M-V with the def2-TZVPD basis set, OMol25).

Output
spin multiplicity	1
SMILES string	COCCCCC[C@@](C[C@H](O)C(F)(F)F)(O[C@@H](OC#N)P(=O)(O)O)[C@H](COC(F)(F)F)NCc1ccc(C)cc1.C[C@@H]1COC(=O)O1.C[C@@H]1COC(=O)O1.C[C@@H]1COC(=O)O1
HOMO level	-8.326	eV

Atoms and positions in Å:
C 1.77 2.20 1.65
O 2.01 2.89 0.44
C 0.84 3.40 -0.18
C 0.24 2.43 -1.25
C -1.18 2.02 -0.78
C -1.85 0.93 -1.68
C -2.28 -0.36 -0.91
C -1.52 -1.64 -1.29
C -2.11 -2.92 -0.57
C -3.49 -2.73 0.09
O -3.41 -2.04 1.33
C -4.13 -4.13 0.37
F -4.93 -4.45 -0.68
F -3.25 -5.09 0.53
F -4.95 -4.09 1.40
O -1.51 -1.93 -2.70
C -2.73 -1.95 -3.31
O -2.96 -0.72 -4.06
C -2.03 -0.55 -4.98
N -1.32 -0.51 -5.88
P -2.84 -3.41 -4.51
O -1.55 -3.85 -5.02
O -3.87 -2.99 -5.70
O -3.64 -4.56 -3.64
C 0.00 -1.61 -0.91
C 0.30 -0.90 0.42
O -0.58 -1.35 1.49
C 0.07 -1.67 2.61
F -0.84 -1.89 3.56
F 0.87 -0.72 3.06
F 0.75 -2.81 2.48
N 0.86 -1.03 -1.92
C 1.59 -1.99 -2.76
C 3.10 -1.81 -2.60
C 3.97 -2.19 -3.63
C 5.35 -2.01 -3.55
C 5.93 -1.41 -2.43
C 7.42 -1.16 -2.32
C 5.07 -1.05 -1.38
C 3.68 -1.23 -1.47
H 0.71 1.96 1.81
H 2.13 2.74 2.53
H 2.34 1.26 1.60
H 1.10 4.36 -0.63
H 0.10 3.63 0.59
H 0.16 3.02 -2.16
H 0.92 1.58 -1.32
H -1.81 2.91 -0.78
H -1.10 1.68 0.26
H -1.27 0.74 -2.58
H -2.77 1.41 -2.03
H -3.35 -0.47 -1.10
H -2.19 -0.14 0.15
H -1.44 -3.28 0.21
H -2.22 -3.71 -1.33
H -4.23 -2.21 -0.52
H -2.76 -2.52 1.85
H -3.59 -2.04 -2.64
H -4.78 -3.22 -5.48
H -4.53 -4.22 -3.49
H 0.33 -2.65 -0.77
H 1.31 -1.23 0.70
H 0.34 0.18 0.35
H 0.37 -0.41 -2.54
H 1.38 -1.74 -3.81
H 1.27 -3.03 -2.63
H 3.57 -2.64 -4.54
H 6.00 -2.30 -4.37
H 8.01 -1.96 -2.75
H 7.69 -0.95 -1.28
H 7.69 -0.24 -2.87
H 5.53 -0.59 -0.51
H 3.08 -0.90 -0.63
C -4.73 2.16 4.66
C -4.82 2.07 3.16
C -3.98 0.97 2.56
O -3.69 1.50 1.25
C -3.71 2.85 1.35
O -3.31 3.59 0.51
O -4.25 3.24 2.53
H -5.07 1.24 5.12
H -3.71 2.37 4.98
H -5.35 2.98 5.03
H -5.86 2.00 2.84
H -4.50 0.02 2.49
H -3.04 0.82 3.09
C -3.40 1.65 9.89
C -4.35 0.85 9.04
C -4.33 -0.64 9.31
O -4.72 -1.18 8.04
C -4.33 -0.29 7.09
O -4.31 -0.52 5.92
O -3.97 0.89 7.65
H -3.64 1.54 10.95
H -2.37 1.35 9.72
H -3.47 2.71 9.63
H -5.37 1.25 9.12
H -5.03 -0.94 10.09
H -3.33 -1.01 9.55
C 6.33 3.40 -5.20
C 7.68 3.42 -4.53
C 8.79 3.98 -5.39
O 9.94 3.30 -4.87
C 9.51 2.12 -4.37
O 10.22 1.22 -4.06
O 8.16 2.09 -4.28
H 6.02 4.41 -5.48
H 6.35 2.77 -6.09
H 5.58 2.98 -4.53
H 7.62 3.95 -3.57
H 8.90 5.06 -5.29
H 8.68 3.72 -6.45


# C28H56FN7O6

A 5-piece molecular cluster, C28H56FN7O6 overall in a non-equilibrium geometry (ωB97M-V with the def2-TZVPD basis set, OMol25).

Output
spin multiplicity	1
SMILES string	[H]/N=C(/C)C[C@@H]1C[C@@](CCCCNC(C)=O)([C@H](F)CC)NC1=O.CN(C)C=O.CN(C)C=O.CN(C)C=O.CN(C)C=O
HOMO level	-9.043	eV

Atoms and positions in Å:
H -3.42 3.85 -3.48
N -3.91 3.18 -4.07
C -4.89 2.69 -3.46
C -5.77 1.72 -4.16
C -5.18 3.13 -2.03
C -4.59 2.23 -0.97
C -3.04 2.15 -0.83
C -2.74 0.78 -0.23
C -2.19 -0.34 -1.18
C -1.20 0.06 -2.31
C 0.24 -0.44 -2.08
C 1.12 0.53 -1.30
N 1.24 1.79 -2.03
C 2.29 2.62 -1.53
C 2.92 3.51 -2.56
O 2.64 2.60 -0.40
C -2.00 0.70 1.15
F -2.78 0.02 2.08
C -1.66 2.03 1.79
C -0.52 2.77 1.07
N -4.13 0.29 0.09
C -4.97 0.76 -0.92
O -5.76 0.14 -1.52
H -5.22 0.82 -4.41
H -6.67 1.52 -3.61
H -6.08 2.17 -5.10
H -4.86 4.16 -1.91
H -6.26 3.12 -1.89
H -4.96 2.60 -0.01
H -2.67 2.36 -1.83
H -2.78 3.05 -0.27
H -1.67 -1.08 -0.57
H -3.01 -0.88 -1.64
H -1.20 1.12 -2.55
H -1.53 -0.44 -3.21
H 0.70 -0.54 -3.07
H 0.25 -1.42 -1.62
H 2.11 0.10 -1.23
H 0.71 0.63 -0.29
H 0.39 2.35 -1.98
H 2.91 2.95 -3.49
H 2.34 4.43 -2.68
H 3.94 3.76 -2.29
H -1.08 0.12 1.10
H -1.30 1.82 2.79
H -2.52 2.69 1.89
H -0.64 3.83 1.26
H -0.48 2.54 0.01
H 0.44 2.51 1.50
H -4.21 -0.72 0.13
C -4.60 -0.69 4.50
N -5.09 0.44 5.27
C -5.73 0.19 6.55
C -4.98 1.71 4.84
O -5.37 2.69 5.44
H -5.42 -1.36 4.26
H -3.84 -1.23 5.08
H -4.15 -0.33 3.57
H -6.76 0.58 6.54
H -5.19 0.71 7.34
H -5.75 -0.88 6.76
H -4.48 1.78 3.86
C 7.72 1.63 -3.99
N 6.37 1.22 -4.33
C 5.93 1.30 -5.72
C 5.50 0.76 -3.41
O 4.36 0.40 -3.63
H 7.86 2.67 -4.25
H 8.44 1.01 -4.53
H 7.89 1.51 -2.92
H 5.07 1.96 -5.79
H 5.64 0.31 -6.07
H 6.74 1.68 -6.33
H 5.92 0.74 -2.39
C 0.90 -2.97 3.07
N 1.50 -2.53 1.83
C 2.26 -1.29 1.81
C 1.37 -3.23 0.69
O 1.85 -2.91 -0.39
H 0.19 -2.21 3.43
H 1.67 -3.12 3.81
H 0.37 -3.91 2.93
H 1.82 -0.59 1.11
H 3.28 -1.49 1.49
H 2.27 -0.85 2.81
H 0.78 -4.15 0.82
C 6.14 -5.55 2.49
N 4.70 -5.73 2.58
C 4.07 -6.74 1.75
C 3.94 -5.00 3.41
O 2.73 -5.12 3.52
H 6.41 -5.27 1.48
H 6.65 -6.48 2.76
H 6.46 -4.76 3.18
H 3.33 -6.27 1.10
H 3.56 -7.47 2.38
H 4.82 -7.24 1.14
H 4.51 -4.26 4.00


# C22H40N2O8P2S

A 3-piece molecular cluster, C22H40N2O8P2S overall in a non-equilibrium geometry (ωB97M-V with the def2-TZVPD basis set, OMol25).

Output
spin multiplicity	1
SMILES string	CC(C)=CCC[C@@H](C)CCc1cccc2nsnc12.COP(=O)(OC)OC.COP(=O)(OC)OC
HOMO level	-7.811	eV

Atoms and positions in Å:
C 1.65 -0.06 2.20
C 0.85 0.35 0.87
C 1.60 0.04 -0.53
C -0.48 0.92 0.91
C -0.77 1.98 2.07
C -1.55 3.31 1.60
C -3.10 3.10 1.22
C -3.21 2.80 -0.36
C -3.90 2.06 2.16
C -5.33 1.58 1.56
C -5.19 -0.01 1.28
C -4.49 -0.58 0.03
C -4.32 -2.12 -0.22
C -4.90 -3.07 0.86
C -5.65 -2.53 2.12
N -6.28 -3.28 3.19
S -6.93 -2.13 4.28
N -6.51 -0.60 3.59
C -5.83 -0.97 2.38
H 1.78 0.84 2.90
H 1.16 -0.97 2.73
H 2.70 -0.41 1.89
H 2.73 0.24 -0.37
H 1.20 0.68 -1.39
H 1.52 -1.09 -0.75
H -1.23 0.54 0.14
H -1.29 1.47 2.97
H 0.26 2.33 2.47
H -1.00 3.75 0.70
H -1.53 4.03 2.51
H -3.61 4.13 1.38
H -4.26 2.88 -0.79
H -2.73 1.81 -0.69
H -2.59 3.63 -0.88
H -3.33 1.11 2.43
H -4.14 2.62 3.15
H -5.68 2.16 0.65
H -6.10 1.70 2.42
H -4.08 0.16 -0.74
H -3.77 -2.48 -1.15
H -4.74 -4.20 0.67
C 0.54 -6.08 -3.54
O 0.35 -6.32 -2.16
P -0.13 -5.07 -1.27
O -1.33 -4.36 -1.79
O 1.18 -4.15 -1.14
C 2.42 -4.76 -0.82
O -0.30 -5.70 0.18
C -0.77 -4.84 1.21
H -0.41 -5.81 -4.01
H 1.27 -5.28 -3.69
H 0.92 -6.99 -4.00
H 3.08 -4.69 -1.68
H 2.31 -5.81 -0.54
H 2.87 -4.22 0.02
H -1.51 -4.13 0.83
H 0.07 -4.30 1.65
H -1.24 -5.45 1.99
C 6.92 2.57 -3.70
O 6.80 2.95 -2.34
P 5.32 2.99 -1.73
O 4.52 1.76 -1.94
O 4.67 4.31 -2.36
C 5.42 5.52 -2.37
O 5.57 3.37 -0.20
C 4.43 3.45 0.65
H 6.58 1.55 -3.84
H 6.33 3.25 -4.33
H 7.96 2.65 -3.99
H 5.67 5.77 -3.40
H 6.34 5.44 -1.78
H 4.81 6.32 -1.94
H 3.69 2.68 0.39
H 3.98 4.44 0.57
H 4.75 3.28 1.68


# C4H4N4

An isolated molecule of C4H4N4 in a non-equilibrium geometry (ωB97M-V with the def2-TZVPD basis set, OMol25).

Output
spin multiplicity	1
SMILES string	N#CC1=NCN=C1N
energy above the lowest of the compared OMol25 structures with the same formula, charge and spin	28.3	kcal/mol
HOMO level	-10.085	eV

Atoms and positions in Å:
N -2.83 0.68 2.59
C -2.00 0.17 1.96
C -0.96 -0.42 1.16
N -0.59 -1.66 1.01
C 0.51 -1.64 0.13
N 0.67 -0.38 -0.44
C -0.16 0.46 0.16
N -0.42 1.78 0.13
H 1.52 -1.99 0.54
H 0.20 -2.44 -0.71
H -1.25 1.87 0.65
H -0.50 2.06 -0.84


# C4H8N2O

An isolated molecule of C4H8N2O (ωB97M-V with the def2-TZVPD basis set, OMol25).

Output
spin multiplicity	1
SMILES string	NC(=O)CN1CC1
energy above the lowest of the compared OMol25 structures with the same formula, charge and spin	39.4	kcal/mol
HOMO level	-9.296	eV

Atoms and positions in Å:
N -1.18 0.84 -1.66
C -0.21 1.58 -1.06
O 0.04 2.74 -1.31
C 0.57 0.81 0.02
N 0.12 -0.56 0.10
C -0.44 -1.12 1.31
C 0.88 -1.58 0.79
H -1.68 1.24 -2.44
H -1.23 -0.14 -1.45
H 1.63 0.85 -0.28
H 0.49 1.38 0.96
H -0.42 -0.51 2.22
H -1.33 -1.73 1.18
H 1.76 -1.28 1.36
H 0.98 -2.52 0.25


# C5H10BrClGaOS

C5H10BrClGaOS as an isolated structure in a non-equilibrium geometry (ωB97M-V with the def2-TZVPD basis set, OMol25).

Output
net charge	-1
spin multiplicity	1
HOMO level	-5.095	eV

Atoms and positions in Å:
C 3.31 -0.92 0.26
C 2.59 0.37 -0.48
S 1.81 1.60 0.70
C -0.02 1.29 0.96
Ga -0.94 0.17 -0.51
Br -0.48 0.91 -2.79
C -3.01 0.41 -0.24
C -3.56 -1.02 0.43
O -4.02 -1.10 1.68
Cl -3.53 -2.49 -0.75
H 3.88 -1.50 -0.62
H 2.54 -1.70 0.69
H 4.14 -0.61 1.04
H 1.90 -0.02 -1.33
H 3.48 0.95 -1.02
H -0.54 2.36 1.02
H -0.22 0.78 2.00
H -0.56 -1.38 -0.27
H -3.22 1.31 0.52
H -3.57 0.59 -1.26


# C2H2BrF3OS2

A 2-piece molecular cluster, C2H2BrF3OS2 overall in a non-equilibrium geometry (ωB97M-V with the def2-TZVPD basis set, OMol25).

Output
spin multiplicity	1
energy above the lowest of the compared OMol25 structures with the same formula, charge and spin	21.1	kcal/mol
HOMO level (spin up / spin down)	-8.790 / -8.043	eV

Atoms and positions in Å:
C 1.25 -0.56 -0.38
C -0.43 1.59 -0.70
O -1.10 -0.47 1.76
F -0.68 0.61 -1.54
F 0.06 2.63 -1.39
F -1.51 1.94 0.00
S 0.83 0.85 0.43
S -1.11 -1.69 0.95
Br -0.17 -3.28 2.27
H 0.87 -0.56 -1.43
H 1.99 -1.06 0.01


# C5H17N2O

A 2-piece molecular cluster, C5H17N2O overall in a non-equilibrium geometry (ωB97M-V with the def2-TZVPD basis set, OMol25).

Output
net charge	+1
spin multiplicity	1
energy above the lowest of the compared OMol25 structures with the same formula, charge and spin	26.6	kcal/mol
HOMO level	-13.411	eV

Atoms and positions in Å:
N 0.96 2.19 -1.79
C 0.37 0.98 -2.37
C 0.82 -0.18 -1.51
N 0.12 0.03 -0.17
C 0.94 -0.05 2.19
C 0.53 -0.88 0.97
C -0.62 -1.84 1.26
H 0.31 2.96 -1.89
H 0.38 0.95 0.21
H 1.90 2.39 -2.09
H 0.67 0.87 -3.41
H -0.72 1.11 -2.56
H 1.91 -0.15 -1.48
H 0.51 -1.20 -1.89
H -0.90 -0.02 -0.35
H 1.82 -0.44 2.75
H 0.03 0.01 2.79
H 1.31 0.97 2.09
H 1.43 -1.41 0.66
H -1.42 -1.12 1.58
H -0.80 -2.60 0.50
H -0.36 -2.57 2.05
H -2.92 0.10 1.60
H -3.56 -0.11 0.20
O -2.72 0.01 0.66


So what do the calculations give for total energy? Going down the list: -18412.97335, -100505.15489, -55377.24998, -72232.40538, -10171.61094, -9304.68491, -153171.55641, -104016.49745, -10481.78295 eV.